A molecular structure, C32H30N4O4Ru, computed with ωB97M-V with the def2-TZVPD basis set.

```
71
C32H30N4O4Ru | OMol25 | ωB97M-V with the def2-TZVPD basis set
Ru 0.168 -0.024 -0.909
O -3.133 -3.539 1.083
C -3.831 -3.056 0.033
C -5.215 -3.208 0.063
C -5.993 -2.737 -0.977
C -5.416 -2.099 -2.077
C -4.052 -1.930 -2.101
C -3.240 -2.387 -1.053
C -1.806 -2.094 -1.121
O -1.395 -1.157 -1.924
N -0.983 -2.808 -0.363
N 0.268 -2.253 -0.519
C 1.306 -2.933 -0.320
C 2.617 -2.261 -0.501
C 3.778 -2.841 -0.045
C 4.978 -2.169 -0.233
C 4.964 -0.956 -0.886
C 3.745 -0.445 -1.314
N 2.587 -1.078 -1.119
H -2.185 -3.454 0.853
H -5.654 -3.713 0.917
H -7.067 -2.874 -0.938
H -6.029 -1.755 -2.901
H -3.574 -1.444 -2.945
H 1.242 -3.985 -0.047
H 3.739 -3.808 0.448
H 5.908 -2.596 0.123
H 5.876 -0.404 -1.075
H 3.701 0.497 -1.847
C -1.368 3.171 -2.270
O -1.554 1.756 -2.143
C -2.825 1.426 -1.577
C -2.809 1.595 -0.100
O -1.859 0.689 0.491
C -1.977 0.750 1.918
H -2.295 3.634 -2.612
H -0.595 3.350 -3.004
H -1.065 3.625 -1.324
H -3.020 0.395 -1.827
H -3.616 2.047 -2.005
H -3.805 1.374 0.288
H -2.546 2.614 0.193
H -3.006 0.552 2.207
H -1.681 1.735 2.280
H -1.339 -0.006 2.351
C 2.382 2.992 -3.271
C 3.034 3.731 -2.292
C 2.884 3.400 -0.952
C 2.079 2.325 -0.579
C 1.382 1.622 -1.554
C 1.546 1.945 -2.899
C 2.016 1.828 0.825
C 2.750 2.445 1.862
C 2.722 1.922 3.114
C 1.970 0.758 3.382
C 1.928 0.159 4.664
C 1.197 -0.970 4.877
C 0.466 -1.544 3.810
C 0.491 -0.983 2.567
C 1.253 0.184 2.316
N 1.279 0.752 1.055
H 2.516 3.238 -4.319
H 3.671 4.562 -2.572
H 3.418 3.983 -0.210
H 1.024 1.386 -3.666
H 3.340 3.327 1.657
H 3.281 2.393 3.919
H 2.484 0.618 5.475
H 1.159 -1.421 5.862
H -0.127 -2.435 3.985
H -0.088 -1.414 1.771
```

Results
**HOMO level (alpha / beta)**: -0.391 / -0.391 Eh
**Net charge**: +1
**Spin multiplicity**: 6
**⟨S²⟩**: 8.757
**Frontier orbital gap (alpha / beta)**: 0.2752 / 0.2277 Ha
**E**: -1851.9713 a.u.